<i>
9
Properties=species:S:1:pos:R:3:mulliken_charge:R:1 method="wB97M-V/def2-TZVPD" homo_energy_ev="-8.90 / -8.96" orbital_gap_ha="0.210 / 0.219" mol_weight_g_mol=117.2 smiles="CS(=S)#CC#N" e_lumo_ha="-0.1174 / -0.1102"
C 1.234 0.164 0.499 -0.822
S 0.181 -1.264 -0.123 0.241
S -0.703 -1.476 1.675 -0.335
C -0.989 -0.599 -1.268 -0.344
C -1.667 0.564 -1.295 0.628
N -2.355 1.562 -1.383 -0.316
H 2.298 0.013 0.229 0.291
H 1.270 0.011 1.590 0.360
H 0.732 1.025 0.077 0.297

---

<ii>
9
Properties=species:S:1:pos:R:3:mulliken_charge:R:1 method="wB97M-V/def2-TZVPD" homo_energy_ev=-10.05 orbital_gap_ha=0.339 mol_weight_g_mol=117.2 smiles=N#CSS.C#C e_lumo_ha=-0.0307
N 0.189 0.634 -1.724 -0.372
C -0.522 0.107 -0.982 0.390
S -1.903 -0.400 -0.186 -0.077
S -2.007 1.178 1.271 -0.194
H -2.761 2.078 0.456 0.211
C 2.192 -1.094 -0.048 -0.073
C 1.427 -0.763 0.804 -0.295
H 2.799 -1.282 -0.883 0.394
H 0.585 -0.459 1.291 0.017

---

The most stable of them is <ii>.